Record 1
68
Properties=species:S:1:pos:R:3 method="wB97M-V/def2-TZVPD" e_above_lowest_kj_mol=0.0 gap_ha="0.2306 / 0.2750" homo_energy_ev="-5.96 / -7.17" spin_multiplicity=8 fmax_ev_per_a=0.675 s2=15.759 e_tot_ha=-2909.7416
Eu 1.54 0.81 0.67
C 3.12 -1.42 -3.35
C 3.18 -0.52 -2.28
N 2.07 -0.56 -1.56
N 1.27 -1.49 -2.15
C 1.89 -2.01 -3.22
B -0.10 -1.72 -1.48
N -0.93 -0.39 -1.51
C -1.87 -0.07 -2.44
C -2.21 1.25 -2.29
C -1.39 1.70 -1.24
N -0.63 0.71 -0.79
N 0.10 -2.32 -0.05
C -0.12 -3.61 0.32
C 0.42 -3.81 1.56
C 0.99 -2.57 1.89
N 0.81 -1.70 0.92
N -1.01 -2.72 -2.24
C -2.26 -3.05 -1.85
C -2.79 -3.90 -2.80
C -1.76 -4.04 -3.74
N -0.71 -3.31 -3.41
H 3.86 -1.61 -4.11
H 3.97 0.17 -2.00
H 1.40 -2.76 -3.82
H -2.22 -0.81 -3.13
H -2.93 1.81 -2.86
H -1.31 2.68 -0.80
H -0.64 -4.28 -0.34
H 0.40 -4.72 2.14
H 1.51 -2.28 2.79
H -2.69 -2.66 -0.94
H -3.76 -4.36 -2.80
H -1.74 -4.62 -4.65
O 1.39 2.97 1.78
N 1.11 4.05 1.07
C 0.26 4.95 1.63
C -0.12 6.09 0.98
C 0.41 6.31 -0.30
C 1.26 5.40 -0.85
C 1.64 4.21 -0.18
S 2.67 3.05 -0.89
H -0.06 4.64 2.61
H -0.80 6.77 1.46
H 0.13 7.20 -0.85
H 1.67 5.54 -1.84
N 5.82 0.97 2.62
C 6.04 -0.28 2.09
C 4.85 -0.67 1.56
N 3.91 0.32 1.76
C 4.53 1.29 2.39
H 6.49 1.56 3.08
H 7.01 -0.75 2.13
H 4.60 -1.58 1.04
H 4.08 2.22 2.69
N -0.56 0.58 2.38
C -1.67 0.28 2.34
C -3.05 -0.14 2.23
C -3.58 -0.29 0.96
C -4.90 -0.73 0.84
C -5.65 -0.99 1.97
C -5.11 -0.83 3.24
C -3.80 -0.40 3.38
H -2.99 -0.08 0.09
H -5.32 -0.85 -0.15
H -6.68 -1.33 1.87
H -5.70 -1.04 4.12
H -3.36 -0.28 4.36

=====

Record 2
69
Properties=species:S:1:pos:R:3 method="wB97M-V/def2-TZVPD" gap_ha=0.2195 homo_energy_ev=-5.02 fmax_ev_per_a=1.818 total_charge=-1 e_tot_ha=-2285.9702
C 2.24 0.52 -0.32
C 1.08 1.28 0.25
O 0.12 0.79 0.81
O 1.25 2.60 0.09
C 0.14 3.50 0.35
C -0.94 3.35 -0.71
C -2.08 4.35 -0.53
O -2.59 4.38 0.84
C -3.51 3.56 1.34
O -4.49 3.94 1.88
C -3.07 2.10 1.49
C -3.82 1.15 0.62
O -3.75 0.97 -0.52
F -4.64 0.38 1.37
C -3.19 4.26 -1.65
O -4.27 4.77 -1.32
O -2.77 3.73 -2.73
H 2.45 0.86 -1.33
H 1.95 -0.54 -0.33
H 3.11 0.68 0.31
H -0.24 3.34 1.36
H 0.57 4.50 0.31
H -1.34 2.33 -0.72
H -0.51 3.54 -1.70
H -1.67 5.37 -0.62
H -3.30 1.86 2.53
H -2.01 1.97 1.32
C -1.92 -4.27 -2.61
C -1.00 -5.31 -2.52
C 0.16 -5.15 -1.79
C 0.36 -3.94 -1.14
C -0.54 -2.89 -1.22
C -1.69 -3.06 -1.97
N 1.59 -3.77 -0.34
O 2.41 -4.67 -0.34
O 1.70 -2.74 0.29
H -2.84 -4.41 -3.18
H -1.20 -6.26 -3.01
H 0.88 -5.94 -1.70
H -0.34 -1.96 -0.71
H -2.40 -2.26 -2.05
C 4.63 6.02 -2.07
C 5.88 6.06 -1.47
C 6.29 5.03 -0.63
C 5.42 3.98 -0.43
C 4.17 3.91 -1.01
C 3.77 4.95 -1.84
N 5.84 2.87 0.46
O 6.91 2.97 1.03
O 5.08 1.94 0.57
H 4.31 6.83 -2.72
H 6.54 6.90 -1.64
H 7.25 5.05 -0.15
H 3.51 3.08 -0.80
H 2.79 4.92 -2.29
C -2.18 -4.04 3.51
C -1.27 -4.19 2.47
C -1.35 -5.28 1.63
C -2.36 -6.20 1.84
C -3.28 -6.08 2.87
C -3.18 -4.98 3.71
N -2.46 -7.35 0.92
O -1.62 -7.42 0.05
O -3.39 -8.12 1.07
H -2.11 -3.18 4.16
H -0.49 -3.45 2.31
H -0.66 -5.41 0.81
H -4.05 -6.82 3.00
H -3.89 -4.86 4.51

=====

Record 3
60
Properties=species:S:1:pos:R:3 method="wB97M-V/def2-TZVPD" e_above_lowest_kj_mol=281.9 gap_ha=0.2507 homo_energy_ev=-7.53 fmax_ev_per_a=1.719 e_tot_ha=-1584.3224
C -5.62 1.56 1.39
O -5.06 0.36 1.97
C -3.74 0.10 1.75
C -3.20 -1.09 2.31
C -1.88 -1.42 2.06
C -1.05 -0.57 1.28
C 0.33 -0.94 0.96
C 1.42 -0.22 1.39
C 2.71 -0.93 1.44
O 2.80 -2.16 1.39
N 3.86 -0.14 1.54
C 5.13 -0.84 1.47
C 3.87 1.24 1.77
O 4.91 1.90 1.83
N 2.62 1.84 1.95
C 2.68 3.25 2.26
C 1.37 1.19 1.81
O 0.36 1.84 2.06
C -1.60 0.61 0.77
C -2.92 0.94 0.95
H -6.63 1.61 1.82
H -5.05 2.46 1.67
H -5.68 1.48 0.29
H -3.83 -1.71 2.95
H -1.43 -2.31 2.50
H 0.51 -1.98 0.73
H 5.90 -0.10 1.67
H 5.15 -1.64 2.22
H 5.24 -1.26 0.47
H 1.67 3.62 2.38
H 3.25 3.40 3.19
H 3.20 3.76 1.45
H -0.97 1.30 0.22
H -3.33 1.86 0.51
C -4.49 0.90 -2.56
C -4.48 -0.41 -2.06
C -3.28 -1.06 -1.85
C -2.07 -0.40 -2.09
C -0.79 -1.16 -1.77
C 0.39 -0.42 -1.48
N 1.63 -1.00 -1.77
C 1.88 -2.35 -1.60
C 3.16 -2.84 -1.67
C 4.22 -2.00 -2.05
C 3.92 -0.66 -2.33
C 2.66 -0.17 -2.18
O -0.87 -2.40 -1.62
C -2.07 0.89 -2.65
C -3.28 1.54 -2.87
H -5.43 1.41 -2.72
H -5.41 -0.93 -1.83
H -3.26 -2.10 -1.50
H 0.39 0.68 -1.53
H 1.01 -2.98 -1.46
H 3.31 -3.89 -1.43
H 5.23 -2.39 -2.12
H 4.69 0.02 -2.68
H 2.34 0.84 -2.43
H -1.11 1.33 -2.94
H -3.28 2.56 -3.27

=====

Record 4
61
Properties=species:S:1:pos:R:3 method="wB97M-V/def2-TZVPD" e_above_lowest_kj_mol=212.1 gap_ha=0.2875 homo_energy_ev=-8.09 smiles="C[C@@H]1CCCN(c2ccc(C(=O)OCC(=O)N3c4ccccc4Sc4ccccc43)cc2[N+](=O)[O-])C1" fmax_ev_per_a=1.245 e_tot_ha=-1982.4915
C -6.56 -2.24 1.12
C -5.40 -1.25 1.18
C -5.70 -0.09 2.13
C -4.55 0.91 2.11
C -4.27 1.41 0.69
N -4.04 0.29 -0.19
C -2.86 0.07 -0.81
C -2.36 -1.24 -0.98
C -1.08 -1.47 -1.42
C -0.23 -0.40 -1.75
C 1.19 -0.60 -2.07
O 1.95 0.27 -2.41
O 1.58 -1.88 -1.87
C 2.97 -2.11 -1.98
C 3.86 -1.26 -1.07
O 4.99 -1.00 -1.41
N 3.31 -0.80 0.09
C 2.11 -1.28 0.67
C 1.94 -2.65 0.89
C 0.76 -3.12 1.43
C -0.24 -2.25 1.79
C -0.06 -0.89 1.64
C 1.12 -0.40 1.09
S 1.35 1.34 0.93
C 3.10 1.38 1.16
C 3.67 2.49 1.76
C 5.04 2.54 1.97
C 5.83 1.47 1.60
C 5.27 0.35 1.01
C 3.90 0.31 0.76
C -0.73 0.88 -1.70
C -2.04 1.12 -1.28
N -2.55 2.44 -1.50
O -1.76 3.36 -1.54
O -3.74 2.56 -1.70
C -5.13 -0.65 -0.21
H -6.33 -3.06 0.45
H -7.46 -1.75 0.77
H -6.75 -2.65 2.11
H -4.50 -1.77 1.52
H -5.85 -0.46 3.15
H -6.62 0.41 1.82
H -4.77 1.76 2.75
H -3.65 0.43 2.49
H -3.38 2.05 0.72
H -5.11 2.01 0.31
H -2.96 -2.08 -0.69
H -0.71 -2.48 -1.50
H 3.31 -1.89 -3.00
H 3.12 -3.18 -1.78
H 2.73 -3.33 0.61
H 0.64 -4.19 1.57
H -1.16 -2.62 2.21
H -0.82 -0.18 1.94
H 3.03 3.31 2.05
H 5.48 3.42 2.42
H 6.89 1.49 1.78
H 5.88 -0.48 0.71
H -0.12 1.72 -2.01
H -4.93 -1.43 -0.94
H -6.03 -0.11 -0.53